A cluster of 16 separate species, C64H96O48 in total in a non-equilibrium geometry, computed with ωB97M-V/def2-TZVPD.

The spin multiplicity is 1. Its energy above the lowest of the compared OMol25 structures with the same formula, charge and spin is 37.7 kcal/mol. The orbital gap comes out at 9.456 eV. The value obtained for the total energy is -166205.05530 eV. The HOMO energy comes out at -9.726 eV. As for the net charge: 0.

Last column: Löwdin charge in e.
CARTESIAN COORDINATES (ANGSTROEM)
O -9.731 -14.922 -25.528  0.12
O -11.198 -9.865 -28.947  0.09
O -7.768 -13.724 -25.558  0.12
O -11.506 -13.149 -22.458  0.11
O -12.968 -5.788 -30.244  0.09
O -14.439 -16.032 -24.507  0.09
O -17.434 -7.260 -27.137  0.09
O -11.323 -8.280 -30.603  0.13
O -7.744 -8.403 -30.878  0.08
O -15.182 -15.554 -22.490  0.10
O -6.412 -7.720 -24.628  0.07
O -8.998 -2.546 -33.143  0.11
O -18.130 -6.417 -25.172  0.13
O -15.982 -6.263 -25.856  0.10
O -8.595 -4.467 -34.095  0.09
O -9.025 -13.948 -31.066  0.10
O -12.709 -16.582 -31.365  0.11
O -7.249 -7.770 -33.003  0.11
O -5.925 -9.117 -31.762  0.10
O -15.955 -17.378 -23.567  0.13
O -14.871 -14.267 -29.574  0.10
O -11.708 -13.277 -33.281  0.11
O -7.867 -12.511 -29.785  0.09
O -7.423 -8.297 -26.633  0.10
O -9.684 -12.798 -26.199  0.08
O -9.300 -14.124 -28.962  0.06
O -15.662 -10.454 -25.130  0.03
O -10.529 -11.194 -23.132  0.08
O -15.616 -8.270 -31.888  0.08
O -17.020 -14.446 -29.241  0.08
O -14.185 -10.453 -23.272  0.14
O -15.917 -11.859 -23.463  0.06
O -7.566 -2.554 -34.834  0.12
O -19.358 -11.703 -29.897  0.08
O -15.445 -14.835 -27.508  0.09
O -9.764 -12.368 -34.094  0.06
O -14.778 -17.316 -31.208  0.14
O -12.095 -5.656 -28.250  0.09
O -15.325 -10.381 -32.355  0.06
O -10.732 -5.320 -29.921  0.06
O -11.701 -11.120 -21.327  0.08
O -21.321 -11.211 -29.015  0.08
O -20.784 -13.367 -29.084  0.11
O -16.415 -9.944 -30.462  0.11
O -11.305 -10.990 -33.062  0.04
O -13.174 -18.811 -30.950  0.06
O -5.276 -7.570 -26.486  0.09
O -12.862 -9.969 -30.383  0.07
C -15.762 -9.542 -31.420  -0.51
C -8.444 -10.768 -35.260  -0.02
C -16.990 -11.375 -26.865  -0.01
C -16.871 -14.153 -30.602  -0.09
C -11.932 -11.043 -28.616  -0.29
C -7.018 -8.398 -31.967  -0.58
C -6.055 -9.872 -30.606  -0.30
C -11.988 -5.595 -29.513  -0.61
C -9.757 -4.666 -33.347  -0.10
C -5.131 -7.372 -24.218  -0.11
C -15.121 -10.883 -23.915  -0.51
C -11.295 -2.741 -32.457  -0.01
C -7.546 -12.353 -25.694  -0.35
C -10.322 -9.866 -22.704  -0.29
C -10.529 -6.369 -26.561  -0.02
C -16.549 -18.905 -32.078  -0.01
C -17.255 -6.672 -25.972  -0.58
C -14.614 -9.735 -33.369  -0.10
C -13.682 -13.892 -25.127  -0.03
C -9.865 -15.325 -29.413  -0.26
C -8.616 -13.483 -29.929  -0.55
C -9.122 -13.877 -25.731  -0.52
C -11.242 -11.933 -22.313  -0.49
C -20.728 -9.971 -29.429  -0.09
C -15.143 -8.356 -33.233  -0.30
C -15.780 -14.507 -28.677  -0.52
C -15.310 -16.362 -23.489  -0.57
C -8.754 -11.830 -26.441  -0.13
C -13.542 -17.478 -31.159  -0.55
C -15.482 -13.529 -30.623  -0.34
C -14.130 -7.188 -33.295  0.00
C -15.245 -6.700 -27.020  -0.30
C -11.734 -9.304 -30.071  -0.49
C -6.228 -12.069 -26.384  0.00
C -11.273 -9.780 -21.535  -0.11
C -16.986 -10.995 -25.406  -0.29
C -4.646 -9.800 -29.877  0.01
C -9.923 -3.412 -32.512  -0.31
C -3.427 -6.100 -25.762  -0.02
C -14.340 -19.592 -30.807  -0.10
C -16.993 -12.145 -24.417  -0.05
C -7.172 -9.182 -29.838  -0.07
C -10.224 -10.164 -33.544  -0.07
C -14.028 -14.683 -22.649  -0.03
C -10.685 -8.873 -23.819  -0.01
C -11.017 -12.273 -33.464  -0.45
C -16.159 -7.597 -27.751  -0.08
C -19.535 -10.363 -30.198  -0.35
C -13.075 -11.104 -29.557  -0.09
C -20.521 -12.197 -29.417  -0.52
C -19.668 -10.152 -31.758  0.01
C -10.162 -14.811 -30.857  -0.05
C -9.902 -5.250 -28.773  -0.09
C -14.884 -13.676 -31.983  0.00
C -14.014 -7.396 -26.435  -0.01
C -12.449 -10.972 -27.152  0.02
C -10.866 -5.246 -27.584  -0.23
C -9.086 -11.114 -33.925  -0.31
C -15.449 -18.576 -31.050  -0.29
C -13.634 -14.988 -24.107  -0.35
C -4.295 -7.353 -25.473  -0.29
C -6.470 -7.849 -25.982  -0.51
C -11.054 -15.674 -28.478  0.01
C -8.316 -3.151 -34.063  -0.57
H -14.802 -14.744 -32.184  0.09
H -14.238 -8.005 -25.559  0.09
H -12.121 -3.415 -32.231  0.08
H -9.143 -10.725 -36.096  0.09
H -17.862 -11.958 -27.161  0.10
H -9.138 -16.137 -29.441  0.16
H -14.026 -11.033 -29.029  0.13
H -13.424 -14.312 -26.099  0.07
H -11.283 -2.019 -31.641  0.09
H -15.350 -13.011 -32.710  0.09
H -8.016 -9.766 -35.242  0.08
H -16.168 -12.055 -27.090  0.08
H -10.264 -9.025 -24.812  0.06
H -9.293 -9.828 -22.345  0.15
H -3.074 -6.063 -26.793  0.09
H -9.493 -6.316 -26.226  0.08
H -14.736 -10.241 -34.326  0.15
H -12.848 -11.918 -26.787  0.08
H -15.823 -8.631 -27.678  0.11
H -12.943 -13.101 -24.996  0.08
H -17.763 -10.243 -25.265  0.15
H -9.856 -9.374 -32.890  0.13
H -17.910 -12.157 -23.830  0.14
H -13.257 -14.925 -21.917  0.13
H -17.429 -13.326 -31.043  0.14
H -14.326 -19.963 -29.782  0.14
H -12.581 -15.262 -24.158  0.15
H -6.354 -12.342 -27.432  0.08
H -18.687 -9.847 -29.748  0.13
H -4.318 -8.798 -29.600  0.08
H -11.137 -14.348 -31.009  0.12
H -16.936 -15.083 -31.167  0.14
H -11.630 -10.764 -26.464  0.07
H -16.031 -18.548 -30.129  0.15
H -2.571 -5.960 -25.102  0.09
H -7.918 -9.934 -29.580  0.12
H -17.004 -19.838 -31.747  0.09
H -6.771 -8.672 -28.962  0.11
H -15.422 -12.485 -30.316  0.13
H -19.577 -9.112 -32.072  0.08
H -13.016 -10.064 -26.946  0.07
H -14.525 -20.349 -31.569  0.13
H -11.308 -11.929 -28.733  0.15
H -4.726 -8.055 -23.472  0.14
H -11.068 -6.084 -25.658  0.07
H -12.048 -9.021 -21.638  0.13
H -4.609 -10.325 -28.922  0.06
H -13.408 -7.245 -32.481  0.07
H -14.942 -5.909 -27.706  0.15
H -7.525 -11.848 -24.728  0.15
H -16.035 -8.138 -33.820  0.16
H -13.534 -9.676 -33.229  0.12
H -10.927 -4.243 -27.163  0.16
H -11.778 -14.875 -28.317  0.08
H -18.817 -10.660 -32.213  0.07
H -14.315 -13.639 -22.526  0.12
H -10.849 -15.999 -27.458  0.07
H -21.449 -9.444 -30.054  0.14
H -10.794 -9.355 -20.654  0.13
H -9.271 -6.137 -28.818  0.14
H -9.491 -5.494 -32.690  0.13
H -10.788 -7.381 -26.873  0.09
H -13.864 -13.301 -31.893  0.06
H -3.523 -8.122 -25.496  0.15
H -20.419 -9.436 -28.530  0.14
H -3.952 -5.163 -25.575  0.08
H -10.043 -15.716 -31.452  0.14
H -17.001 -10.487 -27.496  0.07
H -10.255 -7.920 -23.509  0.08
H -12.981 -12.052 -30.088  0.13
H -13.585 -7.103 -34.235  0.08
H -5.952 -11.019 -26.295  0.07
H -10.675 -4.960 -33.856  0.14
H -5.203 -6.349 -23.848  0.14
H -13.302 -6.628 -26.132  0.07
H -9.344 -4.317 -28.688  0.14
H -17.267 -18.111 -32.282  0.09
H -11.751 -8.665 -23.916  0.08
H -16.033 -19.223 -32.984  0.08
H -9.639 -3.551 -31.469  0.13
H -14.626 -6.224 -33.183  0.09
H -14.694 -13.571 -25.374  0.07
H -6.357 -10.893 -30.838  0.13
H -9.097 -10.917 -25.955  0.12
H -7.576 -11.377 -35.514  0.09
H -20.589 -10.572 -32.162  0.09
H -8.537 -11.662 -27.496  0.12
H -15.995 -7.365 -28.804  0.14
H -5.419 -12.665 -25.962  0.09
H -3.931 -10.356 -30.483  0.08
H -13.552 -7.991 -27.223  0.07
H -10.596 -9.730 -34.472  0.13
H -8.298 -11.251 -33.185  0.15
H -11.575 -16.532 -28.902  0.07
H -11.483 -2.321 -33.446  0.09
H -16.914 -13.062 -25.001  0.13